No. 1
{
  "formula": "C4H8N2O",
  "method": "ωB97M-V/def2-TZVPD",
  "charge": 0,
  "homo_lumo_gap_ev": 9.54,
  "e_homo_ev": -8.9,
  "species": ["N", "C", "C", "C", "N", "C", "H", "H", "H", "H", "H", "H", "O", "H", "H"],
  "xyz": [[-1.02, -0.32, -0.67], [-0.94, -0.68, 0.60], [0.15, 0.36, -0.92], [0.94, 0.43, 0.20], [0.22, -0.25, 1.16], [2.27, 1.05, 0.46], [-1.69, -1.25, 1.15], [0.36, 0.79, -1.90], [0.51, -0.40, 2.13], [2.63, 1.52, -0.47], [3.01, 0.29, 0.77], [2.21, 1.82, 1.25], [-3.03, -1.30, -0.93], [-2.18, -0.82, -1.03], [-3.45, -1.24, -1.81]],
  "nbo_charge": [-0.49, 0.20, -0.08, 0.10, -0.52, -0.64, 0.23, 0.21, 0.42, 0.24, 0.22, 0.22, -1.02, 0.45, 0.45]
}

---

No. 2
{
  "formula": "C4H8N2O",
  "method": "ωB97M-V/def2-TZVPD",
  "charge": 0,
  "homo_lumo_gap_ev": 9.97,
  "smiles": "NC(=O)CN1CC1",
  "e_homo_ev": -9.1,
  "species": ["N", "C", "O", "C", "N", "C", "C", "H", "H", "H", "H", "H", "H", "H", "H"],
  "xyz": [[-1.19, -1.38, 0.29], [-0.89, -0.40, 1.19], [-1.72, 0.05, 1.96], [0.53, 0.14, 1.16], [1.06, 0.72, -0.06], [0.20, 1.35, -1.04], [0.95, 0.11, -1.37], [-2.09, -1.83, 0.40], [-0.45, -1.93, -0.11], [0.56, 0.92, 1.93], [1.21, -0.65, 1.48], [-0.88, 1.23, -0.94], [0.52, 2.32, -1.39], [0.34, -0.77, -1.54], [1.85, 0.14, -1.97]],
  "nbo_charge": [-0.84, 0.65, -0.60, -0.32, -0.39, -0.25, -0.26, 0.40, 0.39, 0.23, 0.21, 0.19, 0.20, 0.18, 0.20]
}

---

Please write out number 1 again, unchanged.
{
  "formula": "C4H8N2O",
  "method": "ωB97M-V/def2-TZVPD",
  "charge": 0,
  "homo_lumo_gap_ev": 9.54,
  "e_homo_ev": -8.9,
  "species": ["N", "C", "C", "C", "N", "C", "H", "H", "H", "H", "H", "H", "O", "H", "H"],
  "xyz": [[-1.02, -0.32, -0.67], [-0.94, -0.68, 0.60], [0.15, 0.36, -0.92], [0.94, 0.43, 0.20], [0.22, -0.25, 1.16], [2.27, 1.05, 0.46], [-1.69, -1.25, 1.15], [0.36, 0.79, -1.90], [0.51, -0.40, 2.13], [2.63, 1.52, -0.47], [3.01, 0.29, 0.77], [2.21, 1.82, 1.25], [-3.03, -1.30, -0.93], [-2.18, -0.82, -1.03], [-3.45, -1.24, -1.81]],
  "nbo_charge": [-0.49, 0.20, -0.08, 0.10, -0.52, -0.64, 0.23, 0.21, 0.42, 0.24, 0.22, 0.22, -1.02, 0.45, 0.45]
}